(1)
Molecular formula: C10H24BCl2N4O3Pd
Method: DFT, ωB97M-V/def2-TZVPD

LUMO level: -8.8 eV
HOMO: -0.4211 Eh
Largest force on an atom: 5.0 eV/Å
Spin multiplicity: 1
Total energy: -52045.7076 eV
Total charge: +1

```
45
Properties=species:S:1:pos:R:3:nbo_charge:R:1
C -1.77 4.43 -2.04 -0.626
C -2.46 3.03 -1.45 -0.194
Cl -4.24 2.95 -2.06 -0.034
C -1.62 1.69 -1.90 -0.315
Cl -0.50 1.98 -3.39 0.022
B -0.62 1.14 -0.68 0.577
O 0.83 1.36 -1.01 -0.525
C 1.35 -0.04 -1.03 0.051
C 2.81 -0.37 -0.39 -0.467
C 2.95 -0.21 1.23 0.087
O 3.09 -1.51 1.96 -0.720
C 1.79 0.66 1.97 -0.271
N 2.30 0.97 3.39 -0.846
C 0.10 -1.10 -0.85 0.045
C 0.36 -2.58 -0.20 -0.488
C -0.94 -3.17 0.66 0.427
N -0.67 -4.58 1.21 -0.835
N -2.11 -3.28 -0.30 -0.863
N -1.31 -2.32 1.86 -0.818
O -1.04 -0.28 -0.42 -0.462
H -2.21 5.37 -1.45 0.144
H -2.00 4.53 -3.20 0.263
H -0.59 4.40 -1.90 0.267
H -2.52 3.13 -0.26 0.253
H -2.41 0.89 -2.23 0.298
H -0.96 1.64 0.36 0.140
H 1.57 -0.16 -2.20 0.236
H 3.60 0.34 -0.90 0.256
H 3.12 -1.47 -0.71 0.263
H 3.98 0.36 1.43 0.198
H 2.25 -1.60 2.54 0.479
H 0.76 0.13 2.11 0.179
H 1.58 1.71 1.48 0.209
H 3.35 1.00 3.42 0.376
H 1.89 1.87 3.74 0.374
H -0.18 -1.37 -1.98 0.233
H 0.46 -3.33 -1.12 0.254
H 1.36 -2.69 0.40 0.263
H -1.50 -4.78 1.84 0.377
H 0.12 -4.44 1.90 0.364
H -2.44 -4.28 -0.27 0.389
H -1.76 -3.17 -1.30 0.361
H -0.56 -1.60 1.94 0.347
H -2.17 -1.76 1.57 0.391
Pd -3.03 6.52 -1.81 0.339
```

---

(2)
Molecular formula: C4H6MgO5V
Method: DFT, ωB97M-V/def2-TZVPD

LUMO level (spin up / spin down): 2.9 / 2.6 eV
HOMO (spin up / spin down): -0.0550 / -0.0541 Eh
Largest force on an atom: 3.0 eV/Å
Spin multiplicity: 5
Total energy: -45614.6568 eV
Total charge: -1

```
17
Properties=species:S:1:pos:R:3:nbo_charge:R:1
O 2.19 0.69 0.09 -0.857
C 1.55 1.77 0.67 -0.079
C 0.10 1.87 0.22 -0.098
O -0.46 0.54 0.37 -0.582
C -1.80 0.39 0.14 -0.063
V 1.03 -0.76 -0.04 1.240
H 2.03 2.74 0.40 0.155
H 1.57 1.71 1.78 0.145
H 0.02 2.14 -0.84 0.188
H -0.48 2.57 0.84 0.179
H -2.18 -0.63 0.13 0.197
H -2.43 1.26 0.28 0.147
O 0.41 -2.44 0.82 -0.771
C 0.01 -2.83 -0.33 0.909
O 0.20 -1.97 -1.32 -0.922
O -0.66 -3.87 -0.58 -0.850
Mg -1.08 -3.20 -2.64 0.065
```

---

(3)
Molecular formula: C45H56N10PRbS3
Method: DFT, ωB97M-V/def2-TZVPD

LUMO level: 0.2 eV
HOMO: -0.2392 Eh
Largest force on an atom: 3.0 eV/Å
Spin multiplicity: 1
Total energy: -104926.7244 eV
Total charge: 0

```
116
Properties=species:S:1:pos:R:3:lowdin_charge:R:1
Rb -13.35 0.14 19.30 0.436
C -12.07 4.20 19.10 -0.171
C -13.22 3.90 18.15 -0.125
C -12.85 3.23 16.89 -0.284
C -11.68 3.59 16.17 -0.015
C -11.45 2.98 14.95 -0.076
C -12.30 2.00 14.47 -0.057
C -13.36 1.66 15.33 -0.148
N -13.65 2.26 16.45 0.121
N -11.84 3.13 20.14 -0.128
C -10.39 2.99 20.37 -0.134
C -9.63 2.27 19.26 -0.258
C -8.31 2.61 18.98 -0.048
C -7.54 1.84 18.14 -0.062
C -8.19 0.78 17.46 -0.067
C -9.51 0.48 17.78 -0.123
N -10.21 1.20 18.68 0.119
C -12.48 3.64 21.36 -0.160
C -12.57 2.68 22.52 -0.295
C -13.12 3.16 23.72 -0.022
C -13.36 2.24 24.72 -0.079
C -12.83 0.96 24.66 -0.065
C -12.14 0.65 23.50 -0.127
N -12.05 1.49 22.45 0.113
H -12.25 5.15 19.62 0.114
H -11.18 4.36 18.53 0.090
H -13.74 4.86 17.92 0.140
H -13.96 3.28 18.64 0.082
H -11.12 4.43 16.54 0.099
H -10.49 3.17 14.45 0.112
H -12.23 1.55 13.47 0.116
H -13.97 0.79 15.06 0.085
H -10.27 2.41 21.26 0.106
H -9.93 4.01 20.47 0.132
H -7.90 3.56 19.41 0.125
H -6.46 2.02 18.06 0.114
H -7.73 0.16 16.69 0.101
H -9.96 -0.43 17.36 0.099
H -13.55 3.95 21.13 0.143
H -11.98 4.55 21.81 0.143
H -13.38 4.21 23.81 0.117
H -13.94 2.49 25.59 0.104
H -13.02 0.24 25.49 0.119
H -11.63 -0.29 23.35 0.063
S -13.92 -2.42 14.70 0.142
P -12.55 -3.37 15.85 0.011
S -12.51 -3.08 17.84 0.143
C -12.86 -5.09 15.54 -0.426
C -13.53 -5.86 16.51 -0.130
C -13.74 -7.20 16.35 -0.101
C -13.08 -7.89 15.31 -0.093
C -12.55 -7.14 14.27 -0.098
C -12.42 -5.75 14.39 -0.108
C -11.00 -3.00 15.05 -0.418
C -9.98 -3.93 14.93 -0.101
C -8.74 -3.58 14.28 -0.078
C -8.49 -2.25 13.88 -0.100
C -9.46 -1.28 14.21 -0.110
C -10.70 -1.66 14.72 -0.125
H -13.84 -5.32 17.44 0.064
H -14.29 -7.78 17.12 0.107
H -13.09 -8.97 15.26 0.097
H -12.18 -7.58 13.34 0.102
H -11.78 -5.17 13.70 0.111
H -10.07 -4.96 15.31 0.110
H -8.00 -4.40 14.06 0.109
H -7.54 -1.97 13.40 0.101
H -9.28 -0.21 14.08 0.101
H -11.50 -0.91 14.83 0.068
S -11.52 -2.19 21.09 0.517
C -9.93 -2.66 20.78 -0.845
N -9.16 -3.05 21.85 -0.030
C -7.97 -3.82 21.60 -0.196
C -7.16 -2.94 20.66 -0.154
C -7.94 -2.87 19.33 -0.168
N -9.33 -2.63 19.60 0.021
H -9.55 -2.93 22.78 0.122
H -8.18 -4.83 21.21 0.131
H -7.47 -3.92 22.54 0.114
H -6.17 -3.39 20.49 0.111
H -7.04 -1.96 21.13 0.120
H -7.83 -3.88 18.84 0.134
H -7.60 -2.09 18.63 0.111
H -9.97 -2.43 18.81 0.070
C -16.65 -3.40 22.70 -0.095
C -15.84 -3.77 21.47 -0.209
C -15.75 -2.66 20.50 -0.158
N -15.62 -1.82 19.73 0.147
H -17.09 -4.29 23.20 0.084
H -17.45 -2.70 22.38 0.087
H -16.08 -2.82 23.43 0.077
H -16.29 -4.62 20.96 0.122
H -14.81 -4.06 21.62 0.115
C -17.43 0.89 15.65 -0.192
C -17.02 -0.31 16.41 -0.171
N -16.41 0.05 17.71 0.071
C -16.61 1.24 18.32 -0.401
N -15.96 1.52 19.45 -0.056
C -16.48 2.58 20.26 -0.282
C -16.89 3.86 19.53 -0.159
C -17.51 3.59 18.18 -0.182
N -17.31 2.25 17.70 -0.043
C -18.13 1.92 16.49 -0.155
H -18.16 0.64 14.87 0.121
H -16.60 1.41 15.15 0.114
H -16.31 -0.95 15.86 0.072
H -17.89 -0.97 16.61 0.124
H -16.06 -0.71 18.35 0.055
H -15.71 2.71 21.03 0.089
H -17.32 2.16 20.85 0.107
H -15.95 4.46 19.44 0.094
H -17.58 4.50 20.17 0.125
H -17.07 4.27 17.43 0.121
H -18.60 3.79 18.11 0.121
H -18.37 2.86 15.90 0.139
H -19.12 1.49 16.77 0.128
```

---

(4)
Molecular formula: C33H57Br2N14OPS
Method: DFT, ωB97M-V/def2-TZVPD

LUMO level: 0.2 eV
HOMO: -0.3058 Eh
Largest force on an atom: 1.5 eV/Å
Spin multiplicity: 1
Total energy: -218257.8554 eV
Total charge: 0

```
109
Properties=species:S:1:pos:R:3:lowdin_charge:R:1
C 3.32 -2.87 5.68 -0.084
C 3.45 -2.08 4.37 -0.328
N 2.21 -1.96 3.60 -0.250
P 1.49 -0.34 3.37 0.612
S 0.48 1.61 2.90 0.431
C 1.36 -0.06 5.26 -0.323
O 0.34 0.80 5.70 -0.298
C 0.60 1.31 6.99 -0.105
C 2.92 0.11 2.24 -0.802
Br 2.18 0.20 0.41 0.647
C 3.78 1.37 2.57 -0.784
C 3.76 1.82 4.02 -0.179
Br 3.51 3.00 1.49 0.663
H 3.61 -2.29 6.55 0.067
H 2.28 -3.18 5.84 0.061
H 3.92 -3.77 5.64 0.067
H 4.18 -2.62 3.75 0.094
H 3.91 -1.10 4.55 0.075
H 1.49 -2.55 4.00 0.013
H 0.40 -0.99 2.77 -0.011
H -0.76 1.21 2.61 -0.223
H 1.12 -1.06 5.64 0.091
H 2.32 0.24 5.68 0.077
H 1.58 1.79 7.04 0.091
H 0.54 0.54 7.76 0.093
H -0.15 2.08 7.21 0.079
H 3.62 -0.72 2.15 0.032
H 4.80 1.10 2.32 0.046
H 4.17 1.05 4.67 0.073
H 4.42 2.68 4.12 0.071
H 2.78 2.14 4.36 0.046
C -3.77 0.14 1.94 -0.063
C -2.55 -0.58 1.63 -0.272
N -1.52 -1.02 1.36 0.154
H -4.62 -0.25 1.38 0.090
H -3.98 0.05 3.01 0.081
H -3.62 1.19 1.71 0.038
C 2.63 -3.41 -0.55 -0.082
C 3.95 -3.95 -0.83 -0.294
N 5.00 -4.36 -1.06 0.117
H 1.88 -3.94 -1.12 0.082
H 2.40 -3.50 0.51 0.077
H 2.60 -2.35 -0.82 0.016
C -2.15 2.89 5.10 -0.071
C -3.29 2.97 4.19 -0.252
N -4.19 3.02 3.47 0.139
H -2.48 2.48 6.05 0.086
H -1.38 2.25 4.68 0.005
H -1.75 3.89 5.26 0.093
C -3.27 -4.14 3.41 -0.079
C -1.94 -3.74 3.86 -0.265
N -0.90 -3.42 4.22 0.149
H -4.01 -3.92 4.17 0.085
H -3.52 -3.60 2.50 0.076
H -3.28 -5.21 3.20 0.057
C 3.20 -2.84 -4.74 -0.080
C 1.84 -2.42 -4.41 -0.289
N 0.77 -2.09 -4.16 0.119
H 3.81 -1.97 -4.98 0.072
H 3.64 -3.36 -3.90 0.067
H 3.18 -3.50 -5.61 0.061
C -3.86 3.67 0.01 -0.070
C -4.99 3.72 -0.91 -0.269
N -5.89 3.76 -1.62 0.131
H -4.18 3.26 0.97 0.031
H -3.08 3.05 -0.41 0.086
H -3.47 4.67 0.17 0.086
C -4.82 -7.98 1.77 -0.064
C -5.44 -6.71 2.15 -0.281
N -5.94 -5.72 2.44 0.140
H -3.76 -7.83 1.59 0.082
H -4.94 -8.70 2.58 0.084
H -5.29 -8.36 0.87 0.085
C 7.35 0.10 0.09 -0.056
C 6.98 -0.48 1.37 -0.273
N 6.65 -0.92 2.38 0.143
H 7.15 -0.62 -0.71 0.087
H 6.78 1.00 -0.08 0.081
H 8.42 0.34 0.09 0.084
C -8.21 6.34 -1.49 -0.090
C -8.67 7.69 -1.18 -0.291
N -9.04 8.75 -0.94 0.116
H -7.15 6.35 -1.73 0.063
H -8.36 5.69 -0.63 0.078
H -8.76 5.94 -2.34 0.082
C 2.52 -2.45 -9.15 -0.072
C 3.69 -2.40 -8.29 -0.273
N 4.62 -2.35 -7.61 0.134
H 2.75 -2.99 -10.06 0.085
H 1.71 -2.96 -8.63 0.080
H 2.20 -1.44 -9.40 0.043
C -1.97 -1.34 -9.66 -0.068
C -0.70 -0.70 -9.98 -0.266
N 0.29 -0.19 -10.25 0.133
H -1.82 -2.40 -9.49 0.082
H -2.40 -0.89 -8.77 0.075
H -2.66 -1.21 -10.49 0.073
C 3.90 6.74 0.94 -0.080
C 4.23 7.68 2.00 -0.285
N 4.48 8.42 2.84 0.122
H 2.99 7.07 0.43 0.084
H 4.71 6.69 0.23 0.084
H 3.73 5.75 1.36 -0.002
C -4.24 1.71 -11.32 -0.069
C -4.53 1.20 -9.98 -0.288
N -4.75 0.80 -8.93 0.136
H -4.39 0.92 -12.05 0.081
H -4.92 2.53 -11.55 0.083
H -3.22 2.06 -11.37 0.084
```